163
Properties=species:S:1:pos:R:3 method="wB97M-V/def2-TZVPD" charge=0 e_tot_ha=-4543.212345 homo_lumo_gap_ev=9.49
C 0.0845 -0.3976 0.3530
C -1.1933 0.5521 0.1290
C -1.6431 0.6957 -1.4315
C -1.4331 2.1902 -2.0109
C -0.2716 2.3042 -3.1099
C 1.1962 2.0031 -2.5588
O 2.0800 1.4107 -3.5811
C 3.3581 1.9786 -3.2195
O 4.4811 1.4641 -3.2465
O 3.0838 3.3148 -2.7380
C 1.9922 3.1782 -1.7543
C 2.3816 2.4099 -0.4063
O 3.4921 3.0197 0.3280
C 3.3200 2.9095 1.7172
F 3.3810 1.5607 2.1172
F 4.4295 3.5992 2.3041
F 2.1690 3.5611 2.2124
N 1.0756 4.3321 -1.7070
C 1.5213 5.4000 -0.7572
C 0.2401 6.3334 -0.3721
C -0.0472 7.4617 -1.4756
H -0.1779 -1.1015 1.2213
H 0.3942 -0.9900 -0.5763
H 1.0314 0.1635 0.6935
H -1.0228 1.5959 0.5695
H -2.0706 0.0772 0.7005
H -1.0384 -0.0999 -1.9948
H -2.7542 0.3994 -1.4550
H -2.4233 2.4622 -2.5350
H -1.3238 2.9184 -1.1420
H -0.3742 3.2944 -3.6782
H -0.4951 1.4830 -3.8930
H 1.0022 1.0876 -1.8766
H 1.4215 2.2973 0.2117
H 2.7169 1.3306 -0.6437
H 1.1626 4.7698 -2.6480
H 1.9304 5.0226 0.2344
H 2.2585 6.1174 -1.2756
H -0.6562 5.6646 -0.1758
H 0.5437 6.8867 0.5954
H -0.5439 6.9993 -2.3979
H -0.8200 8.1955 -1.0459
H 0.8873 8.0834 -1.7356
C 1.5242 -1.3977 3.9677
O 0.6605 -0.6621 3.5143
N 2.8490 -1.1848 3.7625
N 1.2348 -2.4920 4.7152
H 3.5733 -1.7776 4.1253
H 3.1045 -0.3823 3.2116
H 0.2587 -2.6854 4.8902
H 1.9296 -3.1091 5.0959
C 0.6158 -5.4920 1.9384
O 1.6799 -5.6526 2.5205
N 0.0148 -6.4776 1.2250
N -0.0569 -4.3142 1.9558
H -0.8579 -6.3646 0.7419
H 0.4847 -7.3737 1.1869
H 0.3573 -3.5565 2.4761
H -0.9308 -4.1612 1.4857
C 1.4853 -9.6162 2.7731
O 1.1941 -9.1981 1.6585
N 0.8917 -9.1624 3.9013
N 2.4264 -10.5691 2.9718
H 1.1161 -9.4929 4.8223
H 0.1861 -8.4518 3.7949
H 2.8905 -10.9323 2.1558
H 2.6790 -10.9258 3.8761
C -0.8772 -3.4228 -2.2759
O -0.8021 -2.4141 -1.5872
N -0.5031 -4.6469 -1.8265
N -1.3410 -3.4066 -3.5476
H -0.5571 -5.4860 -2.3767
H -0.1517 -4.7024 -0.8824
H -1.6297 -2.5153 -3.9195
H -1.4112 -4.2230 -4.1289
C 5.9670 6.0608 -3.8592
O 5.1090 6.8006 -4.3179
N 7.2937 6.2615 -4.0680
N 5.6694 4.9764 -3.1027
H 8.0137 5.6666 -3.7009
H 7.5548 7.0575 -4.6257
H 4.6934 4.7934 -2.9251
H 6.3587 4.3571 -2.7171
C -1.1002 10.1224 -3.6786
O -1.5013 8.9818 -3.5102
N -1.8714 11.0958 -4.2277
N 0.1504 10.5175 -3.3324
H -1.5612 12.0388 -4.3747
H -2.8070 10.8414 -4.4981
H 0.7534 9.8236 -2.9218
H 0.4987 11.4496 -3.4626
C -2.4366 -3.0882 6.2040
O -2.0686 -3.2346 5.0446
N -3.7341 -2.8716 6.5371
N -1.5815 -3.1289 7.2511
H -4.0561 -2.7488 7.4794
H -4.4010 -2.8342 5.7841
H -0.6102 -3.2866 7.0444
H -1.8609 -3.0102 8.2073
C 1.0227 -13.7070 4.2543
O 1.1017 -12.7004 4.9429
N 1.3977 -14.9312 4.7024
N 0.5534 -13.6866 2.9828
H 1.3407 -15.7693 4.1533
H 1.7518 -14.9866 5.6432
H 0.2651 -12.7942 2.6143
H 0.4802 -14.5007 2.4005
C 8.6487 3.5172 2.6185
O 9.7991 3.7263 2.2655
N 8.3282 3.1401 3.8826
N 7.5910 3.6433 1.7797
H 7.3900 2.9636 4.1925
H 9.0865 3.0355 4.5361
H 7.7876 3.9216 0.8327
H 6.6383 3.4760 2.0508
C -2.6072 6.9580 2.1246
O -2.2365 6.8019 0.9721
N -3.9038 7.1874 2.4516
N -1.7541 6.9153 3.1794
H -4.2289 7.3182 3.3920
H -4.5675 7.2260 1.6953
H -0.7824 6.7468 2.9768
H -2.0380 7.0409 4.1338
C -5.2716 -2.8294 -3.0728
O -4.8979 -2.9745 -4.2320
N -6.5687 -2.6130 -2.7456
N -4.4201 -2.8726 -2.0219
H -6.8949 -2.4914 -1.8043
H -7.2328 -2.5739 -3.5018
H -3.4451 -3.0319 -2.2271
H -4.7041 -2.7562 -1.0662
C -6.2580 -0.1817 -6.7030
O -6.1834 0.8261 -6.0105
N -5.8861 -1.4029 -6.2548
N -6.7206 -0.1595 -7.9795
H -5.9392 -2.2404 -6.8048
H -5.5359 -1.4604 -5.3089
H -7.0073 0.7319 -8.3486
H -6.7898 -0.9729 -8.5631
C 0.6426 -0.6349 9.1363
O -0.0513 -1.6274 8.9688
N 1.5333 -0.2027 8.2107
N 0.5809 0.1194 10.2618
H 2.1119 0.6089 8.3278
H 1.6073 -0.7372 7.3596
H -0.0699 -0.1702 10.9731
H 1.1412 0.9372 10.4183
C 2.8595 -5.4067 -4.2875
O 2.2328 -6.0170 -5.1416
N 2.2568 -4.6220 -3.3610
N 4.2116 -5.4619 -4.1927
H 2.7513 -4.1127 -2.6512
H 1.2546 -4.5565 -3.3994
H 4.6953 -6.0351 -4.8641
H 4.7442 -4.9689 -3.4995
C -8.6736 3.9967 -5.1438
O -9.1818 3.6941 -4.0738
N -7.8597 3.1593 -5.8302
N -8.8821 5.2012 -5.7374
H -7.4337 3.3897 -6.7085
H -7.6788 2.2549 -5.4227
H -9.4818 5.8515 -5.2573
H -8.4754 5.4700 -6.6143

---

134
Properties=species:S:1:pos:R:3 method="wB97M-V/def2-TZVPD" smiles="COC[C@H](C)N.COC[C@H](C)N.COC[C@H](C)N.COC[C@H](C)N.COC[C@H](C)N.COC[C@H](C)N.NC(N)=O.NC(N)=O.NC(N)=O.NC(N)=O" e_above_lowest_kcal_mol=141.2 charge=0 e_tot_ha=-2634.851035 homo_lumo_gap_ev=8.12
C -0.2134 5.7704 3.9762
O 0.5888 5.1476 2.9382
C -0.2602 4.6477 1.8024
C -1.1702 3.4344 2.1288
C -0.4279 2.2754 2.7479
N -1.8855 2.9840 0.9540
H -0.8664 6.5852 3.6636
H 0.4174 6.2437 4.7286
H -0.8219 5.0684 4.5463
H -0.9024 5.4637 1.4708
H 0.3452 4.2803 0.9737
H -1.9132 3.6139 2.9058
H -1.1339 1.4609 2.9098
H -0.1272 2.5895 3.7474
H 0.4602 1.9818 2.1882
H -2.6001 3.6534 0.7061
H -1.2549 2.9078 0.1687
C -4.7754 0.6360 2.1445
O -5.4739 -0.3106 1.3645
C -5.2186 -1.6907 1.7495
C -5.2715 -2.7333 0.5791
C -5.4068 -4.1583 1.0315
N -4.0711 -2.5598 -0.2378
H -4.9702 0.3730 3.1842
H -5.0252 1.6469 1.8225
H -3.7002 0.5456 1.9901
H -4.5082 -2.0087 2.5125
H -6.1342 -1.8638 2.3150
H -6.1505 -2.3793 0.0405
H -5.5099 -4.9124 0.2512
H -6.2961 -4.2493 1.6551
H -4.4749 -4.3315 1.5697
H -3.9428 -1.5726 -0.4079
H -3.2120 -2.8829 0.1838
C 4.8712 3.4847 2.6819
O 4.4532 2.7467 1.5234
C 3.0830 2.5240 1.3930
C 2.5348 1.4808 0.3517
C 3.4937 0.2985 0.3767
N 2.5938 2.0304 -0.9633
H 4.8497 2.7720 3.5063
H 4.2820 4.3321 3.0326
H 5.8958 3.7780 2.4534
H 2.7055 2.2859 2.3875
H 2.5997 3.4907 1.2520
H 1.4841 1.2298 0.4974
H 3.2532 -0.5006 -0.3245
H 3.4796 -0.2730 1.3048
H 4.5200 0.4848 0.0603
H 2.6946 1.3548 -1.7072
H 3.4744 2.5226 -1.0113
C -1.1938 3.2747 -5.6036
O -0.0547 2.7044 -5.0089
C 0.6755 3.5651 -4.1362
C -0.0571 3.9450 -2.9152
C 0.8133 4.9357 -2.0192
N -0.3019 2.7917 -2.1173
H -2.0650 2.6503 -5.4059
H -1.0008 3.1386 -6.6677
H -1.3774 4.3476 -5.5471
H 1.5673 3.0143 -3.8372
H 1.0097 4.3939 -4.7604
H -0.9687 4.4379 -3.2529
H 1.8033 4.5830 -1.7298
H 0.3085 5.2541 -1.1072
H 1.0975 5.7916 -2.6314
H 0.6032 2.6851 -1.6819
H -0.4153 2.0357 -2.7773
C 4.1257 1.4366 -4.2481
O 3.0865 0.9830 -3.3006
C 2.0283 0.2592 -3.9409
C 2.3487 -1.3244 -3.9930
C 1.1802 -2.2582 -4.3547
N 3.0827 -1.7827 -2.8181
H 5.0742 1.6764 -3.7677
H 3.7767 2.2618 -4.8688
H 4.3011 0.6754 -5.0083
H 1.0317 0.3430 -3.5074
H 1.7933 0.7097 -4.9052
H 3.0560 -1.5017 -4.8031
H 0.3811 -2.0750 -3.6363
H 1.4185 -3.3218 -4.3619
H 0.9288 -2.0416 -5.3930
H 3.7468 -1.0287 -2.7156
H 2.3750 -1.7249 -2.0999
C 1.3115 -1.8909 2.6298
O 1.0578 -1.0270 3.7064
C 1.2455 -1.6238 5.0020
C 2.6999 -1.5228 5.4550
C 2.9258 -2.4436 6.6795
N 3.1937 -0.1781 5.7504
H 0.8881 -1.7007 1.6436
H 0.6288 -2.7248 2.7925
H 2.3221 -2.2947 2.5686
H 0.6893 -1.1096 5.7859
H 0.8336 -2.6328 4.9818
H 3.2363 -1.9802 4.6236
H 2.3918 -2.1163 7.5716
H 3.9898 -2.5328 6.8986
H 2.6481 -3.4873 6.5325
H 2.6390 0.1731 6.5179
H 2.8053 0.4058 5.0236
N -0.6594 0.2200 -0.0906
C -0.7282 -0.5576 -1.0542
N -0.2750 -1.7261 -0.7424
O -1.1818 -0.2414 -2.1529
H -0.6460 1.1885 -0.3769
H -0.4086 -0.0293 0.8555
H -0.3543 -2.4015 -1.4891
H -0.4607 -2.0064 0.2099
N -0.7889 -6.2474 -1.7887
C -1.3160 -5.0372 -1.7014
N -2.5100 -5.2370 -1.3492
O -0.8503 -3.9802 -1.9826
H 0.1701 -6.1807 -2.0985
H -1.2349 -7.0741 -1.4176
H -2.8983 -6.1592 -1.2118
H -3.1921 -4.4924 -1.3707
N -0.8944 -0.0084 -5.1861
C -2.1089 -0.3833 -5.4564
N -2.7852 -0.8177 -4.5077
O -2.4991 -0.3711 -6.6217
H -0.2253 0.2587 -5.8940
H -0.6168 -0.2137 -4.2370
H -2.3590 -0.9760 -3.6058
H -3.7056 -1.2096 -4.6469
N -1.6722 -5.0622 3.7360
C -1.5651 -4.8157 2.5041
N -1.2381 -5.8930 1.7868
O -1.8414 -3.7332 2.0355
H -2.1132 -4.3686 4.3229
H -1.2003 -5.8523 4.1521
H -1.0346 -5.7100 0.8146
H -0.8524 -6.7281 2.2040